(1)
Computed, not measured: C37H33MnN4P2S5Se as an isolated structure, with ωB97M-V/def2-TZVPD.

Element x y z (Å)
Mn1 0.37 -0.30 -0.19
N1 -0.57 0.61 -3.03
P1 -0.89 -0.97 -2.45
C1 -0.54 -2.01 -3.88
C2 -1.48 -2.93 -4.35
C3 -1.16 -3.77 -5.41
C4 0.10 -3.70 -5.99
C5 1.04 -2.79 -5.51
C6 0.72 -1.95 -4.46
C7 -2.68 -1.07 -2.18
C8 -3.13 -1.68 -1.01
C9 -4.48 -1.71 -0.71
C10 -5.39 -1.11 -1.56
C11 -4.96 -0.49 -2.73
C12 -3.61 -0.47 -3.04
P2 -0.39 1.65 -1.69
C13 -2.01 2.36 -1.37
C14 -2.62 3.22 -2.28
C15 -3.93 3.63 -2.09
C16 -4.64 3.18 -0.99
C17 -4.04 2.33 -0.07
C18 -2.73 1.93 -0.26
C19 0.64 3.00 -2.31
C20 1.63 2.73 -3.25
C21 2.52 3.73 -3.63
C22 2.42 4.99 -3.07
C23 1.44 5.27 -2.13
C24 0.54 4.28 -1.75
H1 -1.02 0.93 -3.88
H2 -2.46 -2.99 -3.90
H3 -1.89 -4.48 -5.78
H4 0.35 -4.36 -6.81
H5 2.03 -2.75 -5.96
H6 1.47 -1.27 -4.08
H7 -2.42 -2.14 -0.34
H8 -4.82 -2.20 0.20
H9 -6.45 -1.12 -1.32
H10 -5.67 -0.02 -3.39
H11 -3.28 0.01 -3.95
H12 -2.07 3.58 -3.15
H13 -4.40 4.30 -2.81
H14 -5.67 3.50 -0.84
H15 -4.60 1.99 0.80
H16 -2.26 1.27 0.46
H17 1.72 1.74 -3.67
H18 3.29 3.51 -4.36
H19 3.12 5.77 -3.37
H20 1.36 6.26 -1.69
H21 -0.22 4.49 -1.01
C25 -0.31 -4.85 -1.62
S1 1.23 -3.91 -1.56
C26 1.39 -3.59 0.15
C27 2.03 -2.50 0.63
S2 2.61 -1.10 -0.26
S3 2.25 -2.46 2.36
C28 1.29 -3.85 2.76
S4 0.90 -4.29 4.29
S5 0.82 -4.73 1.35
H22 -0.52 -4.99 -2.68
H23 -1.14 -4.30 -1.17
H24 -0.22 -5.83 -1.16
C29 3.42 1.19 3.25
N2 3.54 1.68 1.89
C30 2.52 2.10 1.11
Se1 0.72 2.16 1.56
N3 3.05 2.46 -0.07
C31 4.42 2.24 -0.08
C32 5.39 2.44 -1.06
C33 6.68 2.10 -0.72
C34 7.00 1.58 0.54
C35 6.03 1.38 1.51
C36 4.73 1.73 1.17
H25 2.50 1.58 3.68
H26 4.27 1.55 3.82
H27 3.41 0.10 3.27
H28 2.48 2.84 -0.82
H29 5.14 2.84 -2.03
H30 7.47 2.23 -1.44
H31 8.02 1.31 0.76
H32 6.27 0.97 2.48
N4 -0.90 -1.37 2.73
C37 -0.54 -1.01 1.70
H33 -1.21 -1.73 3.62

Summary:
net charge: +1
energy above the lowest of the compared OMol25 structures with the same formula, charge and spin: 8.5 kJ/mol
2S+1: 6
DFT total energy: -7874.76094 a.u.

Results of the Löwdin charge analysis, in e, for atoms 1 through 4: 0.2713 -0.3655 0.9147 -0.3792

---

(2)
Computed, not measured: C37H34Cl2N5O2PtSi as an isolated structure, with ωB97M-V/def2-TZVPD.

Element x y z (Å)
Pt1 -0.14 0.14 0.12
Cl1 -6.80 1.41 1.46
C1 -5.37 0.65 0.91
C2 -4.28 1.41 0.63
C3 -3.08 0.80 0.21
N1 -1.93 1.45 -0.10
C4 -2.01 2.75 -0.58
O1 -3.02 3.25 -1.02
C5 -0.74 3.54 -0.49
C6 -0.80 4.88 -0.85
C7 0.32 5.67 -0.66
C8 1.43 5.10 -0.08
C9 1.40 3.75 0.24
N2 0.34 2.97 0.03
C10 -3.04 -0.63 0.07
C11 -4.20 -1.40 0.34
C12 -5.33 -0.78 0.77
Cl2 -6.71 -1.72 1.14
N3 -1.86 -1.15 -0.29
C13 -1.73 -2.46 -0.74
O2 -2.56 -3.04 -1.40
C14 -0.53 -3.16 -0.18
C15 -0.36 -4.52 -0.37
C16 0.57 -5.18 0.41
C17 1.27 -4.46 1.38
C18 1.06 -3.09 1.47
N4 0.21 -2.45 0.67
H1 -4.33 2.48 0.72
H2 -1.72 5.26 -1.27
H3 0.31 6.72 -0.93
H4 2.32 5.67 0.13
H5 2.26 3.30 0.73
H6 -4.18 -2.47 0.23
H7 -1.00 -5.04 -1.07
H8 0.74 -6.24 0.30
H9 1.97 -4.94 2.04
H10 1.59 -2.49 2.20
C19 0.02 0.07 2.32
Si1 1.72 0.78 2.52
C20 2.83 0.47 0.98
N5 2.17 0.04 -0.30
C21 2.71 -1.25 -0.79
C22 4.18 -1.17 -1.19
C23 4.52 0.13 -1.92
C24 3.25 0.70 -2.53
C25 2.23 1.04 -1.43
C26 1.63 2.61 2.88
C27 2.81 3.33 3.11
C28 2.78 4.68 3.42
C29 1.56 5.34 3.53
C30 0.38 4.64 3.34
C31 0.41 3.29 3.01
C32 2.53 0.00 4.02
C33 3.90 -0.23 4.13
C34 4.46 -0.69 5.32
C35 3.65 -0.92 6.42
C36 2.28 -0.69 6.33
C37 1.73 -0.24 5.14
H11 -0.80 0.66 2.72
H12 -0.09 -0.97 2.60
H13 3.54 -0.32 1.26
H14 3.43 1.37 0.80
H15 2.09 -1.57 -1.62
H16 2.61 -1.98 0.00
H17 4.39 -2.03 -1.83
H18 4.82 -1.28 -0.31
H19 5.27 -0.04 -2.69
H20 4.94 0.86 -1.22
H21 2.82 -0.01 -3.25
H22 3.45 1.62 -3.08
H23 1.25 1.14 -1.88
H24 2.49 2.00 -1.01
H25 3.77 2.82 3.05
H26 3.70 5.22 3.59
H27 1.53 6.39 3.79
H28 -0.58 5.15 3.43
H29 -0.52 2.76 2.84
H30 4.56 -0.06 3.28
H31 5.53 -0.86 5.39
H32 4.08 -1.26 7.35
H33 1.64 -0.87 7.18
H34 0.66 -0.07 5.08

Summary:
net charge: +1
2S+1: 5
DFT total energy: -3183.49176 a.u.

Results of the Löwdin charge analysis, in e, for atoms 1 through 4: 1.2747 0.7460 -0.6523 -0.0283

---

(3)
Computed, not measured: C37H34ClCoP2 as an isolated structure in a non-equilibrium geometry, with ωB97M-V/def2-TZVPD.

Element x y z (Å)
C1 1.43 1.60 -1.04
C2 0.77 1.85 0.17
C3 1.49 2.13 1.34
C4 2.87 2.25 1.27
C5 3.52 2.14 0.04
C6 2.80 1.80 -1.12
P1 -1.04 1.75 0.15
C7 -1.43 2.87 1.52
C8 -1.62 2.32 2.80
C9 -1.94 3.18 3.86
C10 -1.99 4.56 3.66
C11 -1.72 5.10 2.40
C12 -1.45 4.26 1.32
Co1 -1.19 -0.35 -0.07
P2 0.00 -2.07 0.04
C13 1.41 -1.69 1.12
C14 2.71 -1.69 0.63
C15 3.76 -1.36 1.48
C16 3.51 -1.09 2.83
C17 2.20 -1.08 3.32
C18 1.14 -1.37 2.46
C19 -0.73 -3.63 0.59
C20 -1.88 -4.09 -0.08
C21 -2.34 -5.37 0.20
C22 -1.82 -6.08 1.29
C23 -0.76 -5.55 2.03
C24 -0.18 -4.35 1.65
C25 0.49 -2.23 -1.71
C26 -0.16 -1.43 -2.67
C27 0.24 -1.52 -4.01
C28 1.23 -2.44 -4.38
C29 1.81 -3.29 -3.43
C30 1.44 -3.19 -2.09
C31 -1.56 2.52 -1.42
C32 -0.82 3.55 -2.03
C33 -1.27 4.11 -3.23
C34 -2.45 3.65 -3.83
C35 -3.17 2.61 -3.24
C36 -2.74 2.06 -2.03
H1 -2.40 -3.43 -0.78
H2 -3.10 -5.82 -0.44
H3 -2.25 -7.05 1.56
H4 -0.37 -6.08 2.89
H5 0.69 -3.96 2.17
H6 2.88 -1.94 -0.41
H7 4.78 -1.32 1.09
H8 4.34 -0.89 3.51
H9 2.00 -0.85 4.37
H10 0.10 -1.33 2.80
H11 -0.98 -0.76 -2.35
H12 -0.22 -0.88 -4.76
H13 1.56 -2.49 -5.43
H14 2.55 -4.03 -3.73
H15 1.87 -3.85 -1.34
H16 0.11 3.90 -1.59
H17 -0.70 4.92 -3.69
H18 -2.80 4.09 -4.76
H19 -4.08 2.23 -3.70
H20 -3.31 1.24 -1.56
H21 -1.54 1.24 2.96
H22 -2.15 2.75 4.84
H23 -2.25 5.23 4.49
H24 -1.73 6.18 2.24
H25 -1.25 4.67 0.32
H26 0.96 2.27 2.28
H27 3.44 2.43 2.19
H28 4.60 2.29 -0.02
H29 3.27 1.66 -2.09
H30 0.88 1.23 -1.90
H31 3.83 -0.62 -1.19
H32 3.33 -0.56 -1.75
Cl1 -2.91 -1.40 1.94
C37 -2.94 -0.09 0.76
H33 -3.69 -0.28 -0.02
H34 -3.08 0.87 1.28

Summary:
net charge: +2
2S+1: 5
DFT total energy: -3955.28731 a.u.

Results of the Löwdin charge analysis, in e, for atoms 1 through 4: -0.1268 -0.3554 -0.0601 -0.0466

---

Which value of DFT total energy does entry 1 give?
-7874.76094 a.u.

---

The lowest DFT total energy belongs to which entry?
C37H33MnN4P2S5Se